# 1
Here is a molecular structure, C34H56N2O2P3Ti at a distorted geometry from the Open Molecules 2025 dataset. Energies are from ωB97M-V/def2-TZVPD.

```
98
C34H56N2O2P3Ti | the Open Molecules 2025 dataset | ωB97M-V/def2-TZVPD
Ti -0.2737 -0.3346 0.5625
P -1.3150 2.1874 0.0472
P -1.2742 -0.2025 3.8263
P 1.4466 -2.3381 0.4442
O -1.9920 -2.9042 1.0608
O -0.5700 0.0735 2.4577
N -0.8444 -0.9159 -1.4241
N 1.5307 0.7214 0.0019
C 0.1104 2.4909 -0.9103
C 2.1945 -1.9932 -2.2711
C 2.6386 2.7031 -0.9702
C -3.7069 0.9495 -0.9934
C 2.9182 -1.2037 0.6497
C -2.5028 1.0960 4.1035
C 3.8459 2.1017 -0.7343
C -0.9438 3.8602 1.0536
C 0.4332 3.6892 1.7527
C -0.3891 0.3864 -6.7932
C -3.9829 3.2547 -0.1888
C 0.0765 -0.1104 5.0002
C -0.0360 1.2037 -4.4371
C 0.6184 -3.8803 -1.6953
C -0.8586 -0.0106 -3.9364
C -2.1098 -1.8160 3.8819
C -0.8758 5.0405 0.0288
C 1.7585 -3.6386 1.8065
C 3.0951 -4.0376 -1.2276
C 1.8686 -3.0971 -1.2410
C 3.2089 -4.1820 1.8878
C 0.1125 1.2718 -5.8577
C 3.9347 0.8449 -0.1355
C 2.7400 0.1613 0.1057
C -1.3553 -0.8764 -4.9646
C -1.9828 4.1487 2.1518
C -3.0054 2.3158 -0.9070
C -1.2589 -1.9997 1.0937
C -2.6646 2.7871 -2.3140
C 1.4371 -2.9526 3.1565
C 0.7962 -4.8369 1.5935
C -0.9068 -0.3981 -2.5609
C 1.3780 1.9753 -0.7077
C -1.1321 -0.6732 -6.3105
H 0.7085 -0.9936 4.8776
H 0.3980 -4.7410 -1.0430
H -0.2361 -0.0312 6.0459
H 2.1133 -2.0926 3.3453
H 3.9748 -3.5929 -0.7274
H 0.6624 0.7720 4.7243
H -1.8147 5.6522 0.0141
H -1.4352 -2.6576 3.6620
H 1.2466 3.7952 1.0185
H 0.6047 4.4694 2.5269
H -0.0122 3.1412 -1.7861
H 2.8769 -5.0325 -0.7988
H 3.0945 -1.1611 1.7288
H 3.8082 -1.6838 0.2372
H -2.2626 3.2236 2.6719
H -2.2379 3.7959 -2.3425
H 4.8235 0.3610 0.1488
H -0.2367 -4.5057 1.4195
H 3.3806 -4.2024 -2.2833
H 3.4370 -4.9502 1.1315
H -2.9490 -1.8549 3.1678
H 0.7921 -5.4630 2.5030
H 3.1415 -1.4627 -2.0167
H -3.0508 0.7950 5.0179
H -4.9599 3.2210 -0.7000
H -3.2288 1.2340 3.2707
H -3.6536 4.3009 -0.1841
H -1.5595 4.8414 2.9053
H 0.3478 1.8783 -3.6068
H -3.5876 2.8101 -2.9101
H -3.1569 0.2108 -1.5834
H -0.2680 -3.2299 -1.7463
H -1.5813 -1.3650 -6.9871
H 0.6989 2.1397 -6.1226
H 2.3199 -2.5131 -3.2463
H -0.1686 0.5682 -7.7884
H -4.6785 1.1071 -1.4951
H 0.5085 2.6879 2.2200
H 1.5875 -3.7032 3.9647
H 2.6604 3.6186 -1.6508
H -1.9770 -1.7892 -4.5637
H -3.8967 0.5406 0.0115
H 1.1140 -5.4881 0.7606
H 3.9638 -3.3806 1.8263
H -0.0115 5.6912 0.3116
H 0.8139 -4.2781 -2.7051
H -2.5051 -1.9598 4.9015
H -4.1482 2.9152 0.8437
H -1.9724 2.0467 4.2913
H 0.3840 -2.6023 3.2165
H -2.8978 4.6133 1.7611
H 1.3804 -1.2579 -2.3831
H 3.3250 -4.6782 2.8672
H -0.6865 4.7107 -1.0191
H -1.9604 2.0762 -2.7702
H 4.8047 2.5926 -1.0193
```

Computed properties:
**Net charge**: +1
**Frontier orbital gap (alpha / beta)**: 5.3 / 5.3 eV
**<S²>**: 2.010
**2S+1**: 3
**Energy relative to the best compared isomer or geometry (same formula, charge and spin)**: 103.66 kJ/mol
**LUMO level (alpha / beta)**: -3.125 / -3.120 eV
**HOMO energy (alpha / beta)**: -0.3103 / -0.3107 Eh

Löwdin population analysis, charges in e, atoms 1 to 8: atom 1 (Ti): 0.51, atom 2 (P): 1.08, atom 3 (P): 0.68, atom 4 (P): 1.12, atom 5 (O): 0.07, atom 6 (O): -0.54, atom 7 (N): 0.10, atom 8 (N): 0.00

# 2
Here is 2 unconnected molecules or ions with the total composition C2H4O3 at a distorted geometry from the Open Molecules 2025 dataset. Energies are from ωB97M-V/def2-TZVPD.

```
9
C2H4O3 | the Open Molecules 2025 dataset | ωB97M-V/def2-TZVPD
O 1.2905 -1.4617 1.4665
O 0.9993 -0.2125 -1.2395
O -0.0117 -0.9359 1.6382
C -0.7888 1.5162 -1.1640
C 0.1551 0.6084 -1.2079
H 1.2688 -1.6038 0.4515
H -0.7969 2.4368 -1.6710
H -0.5466 -1.5465 2.1555
H -1.5698 1.1990 -0.4293
```

Computed properties:
**Frontier orbital gap**: 10.2 eV
**2S+1**: 1
**Energy relative to the best compared isomer or geometry (same formula, charge and spin)**: 427.81 kJ/mol
**Structure (SMILES)**: C=C=O.OO
**LUMO level**: 0.753 eV
**HOMO energy**: -0.3486 Eh

Löwdin population analysis, charges in e, atoms 1 to 8: atom 1 (O): -0.10, atom 2 (O): 0.13, atom 3 (O): -0.11, atom 4 (C): 0.02, atom 5 (C): -0.26, atom 6 (H): 0.11, atom 7 (H): 0.04, atom 8 (H): 0.09

# 3
Here is a molecular structure, C25H26Br2N4O8P2Y at a distorted geometry from the Open Molecules 2025 dataset. Energies are from ωB97M-V/def2-TZVPD.

```
68
C25H26Br2N4O8P2Y | the Open Molecules 2025 dataset | ωB97M-V/def2-TZVPD
Y 0.4492 -0.0965 -0.1946
Br 3.7304 3.7850 -0.4320
Br -0.3791 7.2651 1.1428
P 2.3469 -1.5870 -2.2616
P 1.9808 -3.0435 0.2650
O 1.4754 1.6929 -0.2152
O 1.7314 -1.6866 0.8715
O 0.8790 -1.6277 -1.8202
O 2.7339 -1.6041 -3.6743
O 4.3416 -2.5549 -0.6285
O 2.8968 -0.2888 -1.4506
O 2.6567 -4.0567 1.2718
O 0.6540 -3.8386 -0.0484
N -1.1228 2.0504 0.3900
N -0.9264 0.5133 -2.0808
N -1.3873 -1.4010 0.6119
N 0.1576 0.1256 2.2415
C -0.7391 4.4384 0.7426
C -2.3914 2.2222 0.6865
C -2.0814 -2.1588 -0.2444
C -1.3571 -1.7295 1.9114
C 0.8242 0.9276 4.3810
C -1.9842 -2.8748 2.3762
C -1.1069 0.9531 -3.1232
C -0.6151 -0.7969 2.8274
C 1.9198 4.0058 0.0343
C 1.4785 5.3089 0.3567
C -0.8013 0.3812 -5.5115
C 3.2235 -4.2264 -1.9335
C -2.1032 4.5738 1.0901
C 1.0821 2.9235 0.0599
C -2.7020 -3.6551 1.4865
C 3.0707 -2.9070 -1.1889
C 0.8676 0.9597 2.9970
C -1.3018 1.4232 -4.5086
C -2.9117 3.4853 1.0610
C -2.7741 -3.2841 0.1534
C 0.1832 5.5189 0.7077
C -0.7238 -0.8849 4.2039
C -0.2879 3.1492 0.4100
C -3.3308 1.0533 0.6162
C 0.0086 -0.0069 4.9902
H 3.3914 0.3316 -2.0066
H -0.7643 2.3672 -4.6054
H 4.3465 -1.5957 -0.5012
H -1.3774 -1.6098 4.6658
H 0.4374 -3.8538 -0.9926
H -2.4900 5.5458 1.3647
H 3.5184 -5.0276 -1.2561
H -2.3612 1.6472 -4.6337
H 0.2515 0.1545 -5.3493
H -3.3376 -3.8592 -0.5677
H 2.3023 -4.5185 -2.4426
H -3.2010 -4.5501 1.8350
H -4.3594 1.3938 0.5088
H -2.0707 -1.8406 -1.2806
H -3.0853 0.4137 -0.2275
H -0.0618 -0.0571 6.0689
H -1.3693 -0.5439 -5.4278
H 3.9875 -4.0997 -2.6989
H 2.1799 6.1304 0.3245
H -3.9618 3.5670 1.3082
H -0.9229 0.7693 -6.5207
H 1.4180 1.6252 4.9546
H -1.9094 -3.1633 3.4136
H -3.2768 0.4493 1.5252
H 1.4872 1.6733 2.4663
H 3.5644 -3.7954 1.5053
```

Computed properties:
**Net charge**: +1
**Frontier orbital gap**: 7.0 eV
**2S+1**: 1
**Energy relative to the best compared isomer or geometry (same formula, charge and spin)**: 87.92 kJ/mol
**LUMO level**: -3.171 eV
**HOMO energy**: -0.3740 Eh

Löwdin population analysis, charges in e, atoms 1 to 8: atom 1 (Y): 1.44, atom 2 (Br): 0.80, atom 3 (Br): 0.81, atom 4 (P): 0.35, atom 5 (P): 0.51, atom 6 (O): -0.29, atom 7 (O): -0.34, atom 8 (O): -0.44

# 4
Here is a molecular structure, C24H42Br27N3OP at a distorted geometry from the Open Molecules 2025 dataset. Energies are from ωB97M-V/def2-TZVPD.

```
98
C24H42Br27N3OP | the Open Molecules 2025 dataset | ωB97M-V/def2-TZVPD
Br 0.0566 5.7607 -5.5109
Br -1.3792 4.2110 -7.8999
Br 0.9676 5.6777 5.9005
Br -1.1913 -3.4424 1.6942
Br -3.1138 -9.8135 1.1545
Br -1.2050 -1.4288 5.3043
Br 0.6975 -2.6500 7.5491
Br -3.4608 -1.3730 -10.6034
Br -6.3014 -0.3549 -11.6268
Br -2.8958 -2.0946 -6.5826
Br -0.8471 6.6447 3.4290
Br -4.3431 3.6853 2.9360
Br 1.4722 3.2403 -6.8585
Br -1.8896 -8.9856 -1.6707
Br -0.8443 -6.6110 1.5784
Br -2.4141 -2.2542 8.1338
Br 0.5271 0.2269 -3.9544
Br -3.4332 4.9585 0.1667
Br -5.9007 -1.1779 -6.0489
Br 0.2815 -4.9756 4.0793
Br -3.7259 1.7898 0.4537
Br -4.0031 -1.8689 -3.5846
Br -2.3213 1.2057 -4.9916
Br -0.8877 2.7506 -2.6051
Br -4.8340 1.1586 -9.2358
Br -0.0004 -10.2195 0.5836
Br -2.1585 5.0357 5.8443
P 4.1942 -3.2034 1.0463
O 2.8550 -4.1008 0.6381
N 1.8939 -1.5708 -0.9251
N 1.8155 -0.8830 1.3170
N 3.8282 -1.5489 0.4642
C 4.0615 -3.1843 2.8714
C -4.3801 3.5145 1.0208
C -0.2036 4.0629 -6.3827
C -1.3701 0.4151 0.6296
C 0.4340 -1.3831 -1.0579
C -0.3694 0.9711 -0.3991
C -0.7742 6.2676 5.3225
C 2.1885 4.3432 1.3764
C 4.1591 -0.4034 1.3169
C -0.0890 -4.9519 2.1873
C 2.7513 0.2458 1.6097
C 0.3459 2.9695 2.4395
C -1.1488 1.0531 -3.4779
C -4.4310 -2.2547 -5.4289
C -1.0522 2.3496 2.2272
C 0.0284 0.0044 -1.5130
C 0.6827 4.0392 1.4242
C -1.0797 -2.6339 6.8026
C 2.4753 -1.3673 0.1774
C -5.1237 -0.5326 -10.1146
C 4.7946 2.0267 0.7590
C -1.0296 0.8299 2.0530
C -1.7725 -10.1952 -0.1750
C 5.2388 0.5666 0.7996
H -4.7487 -3.2850 -5.4674
H -5.6126 -1.1810 -9.4028
H 0.8486 0.4401 -2.0764
H 0.8572 -4.8287 1.6865
H 2.6066 0.5362 2.6336
H 5.6534 0.2381 -0.1423
H -0.0240 -1.7186 -0.1470
H -1.5234 -0.6563 0.5722
H -1.9701 -11.1873 -0.5509
H 0.4865 1.4100 0.0987
H -0.9656 7.2007 5.8297
H 2.7136 3.9292 2.2271
H 0.4097 3.6434 0.4529
H 2.3764 5.4036 1.2908
H 4.2506 -4.1621 3.2855
H -0.6867 3.4110 -5.6704
H 2.6161 3.8875 0.4890
H 1.0825 2.1750 2.2935
H -5.4114 3.5782 0.7094
H -0.1048 0.3854 2.4005
H -0.8530 1.8068 -0.8892
H -1.6335 0.4004 -2.7669
H 4.8173 -2.5110 3.2504
H -0.8016 -0.0773 -2.2005
H 0.1411 -2.0749 -1.8353
H -1.6511 2.6236 3.0807
H 5.6516 2.6696 0.6345
H 0.1303 4.9434 1.6255
H 6.0588 0.5201 1.5037
H 2.4993 0.9608 0.8413
H -2.3353 0.8699 0.4362
H 1.9241 -1.5692 2.0576
H 0.4923 3.3191 3.4448
H 3.1140 -2.8026 3.2453
H -1.2754 -3.6267 6.4261
H -1.8370 0.4425 2.6668
H 4.5096 -0.6328 2.3138
H 3.0202 -4.3992 -0.2660
H -1.4619 2.7867 1.3233
H 4.3339 2.3142 1.6947
H 4.0726 2.1570 -0.0359
H 2.4543 -1.8812 -1.7060
```

Computed properties:
**Net charge**: +1
**Frontier orbital gap**: 8.3 eV
**2S+1**: 1
**LUMO level**: -3.079 eV
**HOMO energy**: -0.4169 Eh

Löwdin population analysis, charges in e, atoms 1 to 8: atom 1 (Br): 0.57, atom 2 (Br): 0.58, atom 3 (Br): 0.58, atom 4 (Br): 0.62, atom 5 (Br): 0.57, atom 6 (Br): 0.54, atom 7 (Br): 0.56, atom 8 (Br): 0.56

# 5
Here is a molecular structure, C60H77InN2O2Te2 at a distorted geometry from the Open Molecules 2025 dataset. Energies are from ωB97M-V/def2-TZVPD.

```
144
C60H77InN2O2Te2 | the Open Molecules 2025 dataset | ωB97M-V/def2-TZVPD
Te 2.4383 2.1158 -0.5665
Te -2.5604 0.9031 -2.5816
In -0.2858 0.3777 0.3002
O 3.4856 0.3612 -1.8536
O 0.0997 0.7911 -2.6940
N -1.5659 -0.3229 -3.7898
N 2.7508 0.3008 0.2671
C 0.1341 -0.6468 -6.0047
C 2.2883 3.1290 -3.6668
C 0.6426 -0.3606 -4.7356
C 3.1947 3.3977 3.6424
C -1.2619 3.4705 2.8637
C 3.8641 3.3372 -1.6303
C 1.9356 4.3597 1.3832
C -5.4340 1.5135 -3.1196
C -4.8716 -0.6007 -4.1957
C -3.9660 -1.7343 -0.6874
C 4.0251 4.8899 -3.4625
C -8.4534 0.3379 -5.1127
C 5.0177 3.9095 -1.0619
C -5.1067 2.6815 -2.2103
C 4.2311 1.4694 2.5395
C 1.2275 4.9718 0.1909
C 0.7782 0.9715 3.9391
C -6.1594 -0.6153 -4.7247
C -0.2294 -1.1248 4.7282
C -2.2007 2.4611 -3.9972
C -2.1447 3.0421 -6.3312
C 2.6464 3.1454 1.3109
C 2.8768 -0.6278 -5.5969
C -1.4892 4.2227 -6.0081
C 3.2135 -0.3171 -0.8029
C 2.3678 -0.9106 -6.8574
C 2.2387 5.2241 5.0789
C 1.8362 5.0356 2.5925
C 2.0180 -0.3593 -4.5386
C -7.0822 0.3935 -4.4928
C -2.4976 2.1588 -5.3236
C 0.9921 -0.9327 -7.0557
C -1.6795 -1.0489 2.3400
C -2.9141 3.2841 1.0698
C 3.4032 3.7844 -2.8804
C -1.2058 4.5212 -4.6841
C -4.3669 -2.6520 1.5874
C 5.6453 6.8236 -3.4280
C -3.6489 2.8928 3.4090
C -0.2986 0.0425 -3.6410
C 2.4254 4.5481 3.7455
C -6.7072 1.4429 -3.6674
C -2.9610 0.4494 1.2483
C -1.4423 0.2024 2.9567
C 5.0691 5.5574 -2.8475
C -4.0008 -1.7989 -4.5002
C 5.5841 5.0174 -1.6743
C -1.1966 3.9676 -2.2255
C -2.4905 2.6694 2.4217
C 3.3270 2.6803 2.4591
C -2.2324 1.1676 2.2440
C -0.5702 0.2869 4.2188
C 5.7046 3.3265 0.1476
C -2.6259 -0.9196 1.3036
C -1.3058 0.9791 5.3761
C -3.2965 -2.1096 0.6241
C -2.2748 -3.2126 0.3213
C -4.4918 0.5060 -3.4141
C 3.3983 -1.8069 -0.7992
C -1.5476 3.6452 -3.6556
H 0.3186 -1.0439 5.6703
H 5.1556 1.7451 3.0530
H 1.4701 3.8280 -3.8572
H -3.4219 -1.6414 -5.4112
H 1.2024 6.0578 0.2871
H 2.4198 -0.1485 -3.5521
H 4.9932 7.2331 -4.1993
H 3.7106 3.0288 4.5258
H -1.1322 -1.7126 4.9085
H 1.8749 2.2498 -3.1856
H -0.5215 4.8213 -2.1756
H -4.6684 -0.9035 -0.5703
H -1.2959 -2.0018 2.6711
H 2.6708 2.8033 -4.6362
H -3.7320 0.8667 0.6160
H 3.6620 5.2333 -4.4281
H -4.3023 3.2947 -2.6286
H -2.2794 0.5082 5.5358
H 3.9470 -0.6142 -5.4291
H 0.1911 4.6190 0.1382
H -4.7918 2.3338 -1.2224
H 1.7203 4.7421 -0.7536
H 1.2647 5.9590 2.6329
H 6.6279 6.6433 -3.8718
H -0.7238 0.8829 6.2978
H -3.2899 -2.0058 -3.7119
H 3.0372 -1.0977 -7.6892
H -2.3672 2.8013 -7.3639
H 6.7698 3.5610 0.1237
H 6.4538 5.4808 -1.2128
H -9.1179 1.0770 -4.6667
H -3.9056 -2.9636 2.5273
H 1.3061 0.4324 3.1463
H -0.9530 3.2579 3.8847
H -3.1974 -1.4609 -1.4051
H -6.4536 -1.4638 -5.3371
H -1.4944 -2.8352 -0.3436
H -7.4225 2.2284 -3.4429
H -3.8735 3.9615 3.5016
H -3.9430 3.0189 0.8135
H 5.2922 3.7246 1.0750
H -0.7047 3.1113 -1.7575
H -0.9370 -0.6261 -6.1560
H 4.3811 -2.0619 -1.1902
H -4.5152 -2.5831 -1.1039
H 0.6654 2.0069 3.6227
H 0.4049 -1.6600 4.0176
H -2.0906 4.2158 -1.6477
H -0.4163 3.2634 2.2045
H -5.9757 3.3217 -2.0741
H -2.8649 4.3758 1.1200
H -2.2549 2.9364 0.2724
H 3.7463 0.6768 3.1136
H -2.7622 -4.0627 -0.1657
H -0.7007 5.4499 -4.4377
H 5.7710 7.5756 -2.6473
H -1.4813 4.5422 2.8125
H -4.6335 -2.6759 -4.6503
H -3.4077 2.5024 4.3990
H 1.5162 6.0377 5.0143
H -4.5465 2.3787 3.0563
H 1.4065 0.9599 4.8386
H 3.2727 -2.2086 0.2022
H -8.8967 -0.6507 -4.9872
H -4.8920 -3.5078 1.1494
H -1.7975 -3.5750 1.2341
H 3.1834 5.6283 5.4488
H 2.6477 -2.2451 -1.4609
H -5.0959 -1.8703 1.8162
H -1.1929 4.9117 -6.7899
H 0.5869 -1.1719 -8.0316
H 4.4747 1.0599 1.5744
H 5.5952 2.2442 0.1539
H 1.8782 4.5030 5.8149
H -1.4686 2.0396 5.2021
H -8.3966 0.5396 -6.1845
H -2.9953 1.2271 -5.5601
```

Computed properties:
**Frontier orbital gap**: 7.3 eV
**2S+1**: 1
**LUMO level**: 0.245 eV
**HOMO energy**: -0.2608 Eh

Löwdin population analysis, charges in e, atoms 1 to 8: atom 1 (Te): 1.76, atom 2 (Te): 1.79, atom 3 (In): 0.95, atom 4 (O): -0.19, atom 5 (O): -0.26, atom 6 (N): -0.18, atom 7 (N): -0.23, atom 8 (C): -0.03

Number 1: electronic energy -94217.8414 eV. Number 2: electronic energy -8277.1252 eV. Number 3: electronic energy -208400.9949 eV. Number 4: electronic energy -1932508.5964 eV. Number 5: electronic energy -90303.8783 eV.